1.
65
Properties=species:S:1:pos:R:3:mulliken_charge:R:1 method="wB97M-V/def2-TZVPD" multiplicity=3 s2=2.003 gap_ev="3.0 / 3.0" total_charge=+3
Tm -0.028 0.058 1.548 0.29
P -0.378 -2.718 1.548 0.72
P 2.579 -0.596 2.514 0.93
P -2.266 0.323 0.016 1.02
H 2.336 0.715 -0.190 0.33
C 1.343 1.177 -0.136 -0.50
C 1.008 2.121 0.819 -0.43
H 1.722 2.459 1.578 0.33
C 0.298 -3.565 0.052 -1.13
C 0.336 -3.775 2.874 -1.17
C -2.112 -3.328 1.548 -1.20
C 3.810 0.749 2.614 -1.32
C 2.755 -1.242 4.214 -1.22
C 3.609 -1.829 1.608 -1.27
C -2.415 2.018 -0.635 -1.34
C -3.910 0.038 0.729 -1.25
C -2.251 -0.773 -1.459 -1.00
H 0.760 1.029 -1.056 0.38
H 0.140 2.783 0.717 0.38
H 0.100 -4.649 0.059 0.42
H 1.384 -3.405 0.003 0.33
H -0.155 -3.130 -0.851 0.34
H -0.003 -4.820 2.774 0.47
H -0.002 -3.398 3.851 0.40
H 1.436 -3.760 2.860 0.31
H -2.134 -4.426 1.624 0.47
H -2.643 -3.021 0.637 0.34
H -2.651 -2.914 2.413 0.40
H 4.787 0.291 2.829 0.44
H 3.559 1.446 3.425 0.40
H 3.868 1.301 1.670 0.41
H 3.776 -1.620 4.369 0.42
H 2.038 -2.051 4.405 0.27
H 2.576 -0.427 4.927 0.42
H 4.639 -1.831 2.004 0.49
H 3.638 -1.555 0.543 0.36
H 3.174 -2.833 1.716 0.32
H -3.288 2.047 -1.303 0.47
H -1.516 2.321 -1.193 0.27
H -2.562 2.723 0.197 0.45
H -4.688 0.151 -0.042 0.46
H -4.078 0.778 1.525 0.42
H -3.958 -0.969 1.166 0.32
H -3.142 -0.585 -2.083 0.60
H -2.237 -1.829 -1.145 0.21
H -1.342 -0.589 -2.057 -0.04
C -0.948 2.158 -5.292 0.71
C -0.780 1.444 -6.500 -0.37
C -0.005 1.993 -7.529 -0.47
C 0.555 3.270 -7.399 -0.47
C 0.322 4.010 -6.235 -0.49
C -0.446 3.474 -5.207 -0.53
S -1.756 1.552 -3.868 -0.24
H -1.468 0.215 -3.818 0.14
H -1.238 0.458 -6.604 0.37
H 0.179 1.419 -8.441 0.36
H 1.165 3.688 -8.198 0.39
H 0.749 5.006 -6.117 0.36
H -0.644 4.047 -4.301 0.32
C -0.546 1.778 4.475 -0.67
O -0.555 0.582 3.648 -0.34
H -0.787 2.616 3.812 0.28
H 0.454 1.912 4.913 0.29
H -1.299 1.670 5.259 0.36
H -0.867 -0.181 4.174 0.30


2.
21
Properties=species:S:1:pos:R:3:mulliken_charge:R:1 method="wB97M-V/def2-TZVPD" gap_ev=5.4 total_charge=-3
Li -0.145 -0.061 -0.139 1.03
C -2.488 -0.652 1.776 -0.60
O -2.070 0.139 0.781 -0.85
H -2.444 -1.743 1.563 0.15
H -1.945 -0.452 2.741 0.11
H -3.559 -0.412 2.071 0.22
O -1.686 -2.883 -1.576 -0.55
C -0.508 -3.113 -0.845 0.57
O -0.037 -4.268 -0.928 -0.81
O -0.088 -2.115 -0.227 -0.59
H -1.940 -2.000 -1.268 0.35
O 2.674 2.817 1.457 -0.52
C 1.466 2.091 1.386 0.72
O 1.635 0.876 1.050 -0.80
O 0.456 2.717 1.659 -0.69
H 3.354 2.145 1.353 0.30
O 2.313 1.776 -1.755 -0.52
C 1.238 1.370 -2.537 0.64
O 1.246 1.763 -3.719 -0.80
O 0.406 0.629 -1.959 -0.70
H 2.122 1.377 -0.884 0.34


3.
31
Properties=species:S:1:pos:R:3:mulliken_charge:R:1 method="wB97M-V/def2-TZVPD" gap_ev="4.2 / 4.5" total_charge=+2
O 0.051 2.104 -5.591 0.02
C 0.055 1.427 -4.715 0.02
La 0.061 0.030 -3.084 1.77
O 0.051 2.516 -1.199 -0.04
C 0.055 1.682 -1.926 0.06
C 0.072 -1.470 -4.635 -0.25
O -0.020 -2.624 -4.249 -0.25
C 2.012 0.010 -3.357 -0.20
O 3.105 -0.079 -3.456 0.00
C -1.887 -0.008 -3.356 -0.22
O -2.978 -0.107 -3.452 0.01
H 0.163 -1.159 -5.650 0.53
C -2.236 -1.114 1.273 -0.92
N -0.813 -0.730 1.361 0.34
C 0.190 -0.958 0.480 -0.34
Se 0.041 -1.901 -1.015 -0.22
N 1.375 -0.467 0.947 0.13
C 1.108 0.088 2.191 0.34
C 1.946 0.674 3.079 -0.81
C 1.397 1.117 4.282 -0.55
C 0.025 0.957 4.549 -0.69
C -0.817 0.351 3.617 -0.58
C -0.253 -0.073 2.450 0.87
H -2.432 -1.631 0.322 0.30
H -2.865 -0.211 1.326 0.37
H -2.489 -1.788 2.108 0.36
H 2.301 -0.521 0.500 0.29
H 3.008 0.781 2.857 0.40
H 2.041 1.589 5.030 0.41
H -0.387 1.304 5.501 0.41
H -1.880 0.211 3.812 0.44


4.
71
Properties=species:S:1:pos:R:3:mulliken_charge:R:1 method="wB97M-V/def2-TZVPD" gap_ev=8.5 total_charge=0
O 2.273 -4.465 -1.140 -0.69
B 2.028 -3.264 -1.760 0.97
O 2.714 -2.878 -2.905 -0.55
C 0.910 -2.277 -1.213 0.23
C -0.412 -2.589 -1.246 -1.54
C -1.335 -1.621 -0.769 0.89
N -2.670 -1.770 -0.761 -0.58
S -3.251 -0.406 -0.152 0.22
N -1.910 0.414 0.140 -0.45
C -0.893 -0.368 -0.258 0.73
C 0.489 -0.074 -0.213 -0.56
C 1.360 -1.008 -0.682 -0.13
C 2.810 -0.688 -0.658 0.21
C 3.736 -1.487 0.011 0.49
C 5.074 -1.118 -0.037 -0.74
N 5.547 -0.053 -0.679 -0.66
C 4.640 0.714 -1.285 -0.41
C 3.279 0.452 -1.312 -0.77
H 3.199 -4.585 -0.903 0.31
H 3.590 -2.524 -2.709 0.30
H -0.785 -3.535 -1.614 0.52
H 0.848 0.863 0.195 0.57
H 3.411 -2.364 0.562 0.15
H 5.800 -1.735 0.485 0.40
H 5.011 1.588 -1.812 -0.28
H 2.551 1.084 -1.794 1.37
C 7.290 4.236 -3.098 -0.01
Cl 8.388 3.272 -4.084 -0.13
Cl 5.672 3.528 -3.091 -0.07
Cl 7.905 4.406 -1.455 -0.13
H 7.221 5.222 -3.536 0.32
C -7.327 -1.008 -2.264 -0.09
Cl -5.689 -1.092 -1.606 -0.12
Cl -8.492 -1.684 -1.130 -0.10
Cl -7.745 0.659 -2.670 -0.11
H -7.356 -1.594 -3.173 0.35
C 2.680 0.780 -5.797 -0.05
Cl 0.978 0.793 -6.259 -0.14
Cl 3.417 2.360 -6.071 -0.13
Cl 2.865 0.292 -4.108 0.06
H 3.192 0.058 -6.418 0.31
C -10.177 0.663 2.312 0.00
Cl -9.404 -0.043 3.732 -0.12
Cl -9.033 0.808 0.981 -0.05
Cl -11.581 -0.291 1.827 -0.13
H -10.521 1.654 2.575 0.30
C 0.616 4.362 0.388 -0.20
Cl 1.840 3.620 -0.650 -0.04
Cl -0.850 3.387 0.444 -0.04
Cl 1.251 4.601 2.017 -0.07
H 0.366 5.327 -0.031 0.37
C 1.576 -2.766 3.515 -0.09
Cl 0.767 -1.320 2.926 -0.06
Cl 0.495 -3.733 4.514 -0.05
Cl 2.203 -3.734 2.169 -0.09
H 2.416 -2.459 4.124 0.33
C -3.564 4.971 -2.601 -0.04
Cl -5.325 5.087 -2.564 -0.12
Cl -2.829 6.434 -1.932 -0.14
Cl -3.000 3.547 -1.738 -0.01
H -3.256 4.886 -3.635 0.29
C 0.246 3.228 5.651 -0.03
Cl 0.752 1.582 5.266 -0.08
Cl 1.478 4.392 5.155 -0.13
Cl -1.301 3.597 4.892 -0.10
H 0.124 3.305 6.722 0.35
C -0.678 -7.513 6.310 0.07
Cl 0.783 -7.397 5.331 -0.11
Cl -1.567 -5.987 6.302 -0.12
Cl -1.703 -8.835 5.753 -0.12
H -0.384 -7.722 7.330 0.28